Molecular formula: C22H41FNO10P2
Method: DFT, ωB97M-V/def2-TZVPD

- LUMO: -0.16257 Eh

The geometry in ORCA input format:
```
! RIJCOSX wB97M-V def2-TZVPD def2/J DEFGRID3
* xyz 1 1
O -3.5816 1.3094 1.6718
H 2.8374 -1.0443 -0.8443
H 1.6297 6.3085 -3.9348
H 5.8096 1.0277 -0.8003
H -2.6008 -0.2254 4.2593
H -4.8288 -0.4741 1.2581
O 0.9927 4.8669 -5.2841
H 5.2807 2.2618 0.3827
C 3.4289 -1.9296 -0.6008
C -0.9380 -0.9757 2.9575
O 2.5256 3.7437 -3.9273
N -2.6936 0.6178 2.3749
H -1.2641 -2.0941 -0.8557
H 7.9122 -1.0192 2.0569
H 4.2481 1.8465 -0.9936
H 1.7020 0.4718 -4.4047
C -3.8346 -0.5929 -1.1367
H 0.6181 6.8841 -5.2766
O 6.0747 -1.4026 0.0981
H -3.6641 -5.5314 2.4187
H 2.7010 3.2958 -6.5082
H 7.9688 0.5332 2.9182
C -5.4980 -4.3961 3.2424
C -5.9729 -2.9751 3.6852
C -0.6162 -2.9210 -0.4061
H -5.7466 0.5978 -0.9496
H -2.0096 -3.5025 2.3155
H -5.3638 -0.7328 3.9891
O 6.3659 0.3057 1.6570
C -4.0335 -4.4993 2.7396
H 6.7955 -0.7032 3.4173
C 7.3109 -0.2605 2.5621
H -4.5078 -1.3334 -1.6923
C -4.6562 0.6222 1.0248
O 4.2842 0.4610 0.5073
H 1.2569 -2.4218 0.6830
H -0.6583 0.6170 4.5744
H -7.0530 -2.8209 4.0436
O -1.1756 2.5694 2.0295
C -3.5094 -1.8460 3.1714
H -0.5209 -1.7579 3.6993
C 1.7591 2.8194 -6.7783
H 1.9749 1.8883 -7.3061
C -3.0550 -3.2681 2.6939
H -1.0321 -0.6066 0.6552
H -2.9465 -0.2557 -1.7747
H 2.7899 -2.8082 -0.7107
H 0.0591 -3.2670 1.7905
C -0.4442 0.5098 3.4512
C -2.5174 -0.6163 3.1688
F 0.3659 -3.2741 -1.4006
H -1.3369 -3.8054 -0.2122
O 3.8681 -1.8733 0.7510
H 4.2613 -2.0272 -1.2990
C -1.5377 1.3067 2.5336
P 1.0696 3.4574 -4.2971
C 0.1287 -2.4841 0.9638
C -4.6453 0.7039 -0.6074
H -0.8072 3.0476 2.8191
O 0.9906 2.0663 -3.2961
H -3.4102 -1.1383 -0.2250
O 0.9727 2.5106 -5.6343
H -6.2101 -5.2989 3.2877
H 1.1850 3.4663 -7.4451
H 0.6185 -0.3659 1.4343
C 4.9567 1.4451 -0.2660
C -0.3422 -1.0101 1.4691
H -0.1284 5.9807 -3.9420
H -5.6372 1.1646 1.3193
H -4.2584 1.6999 -0.9984
C -5.0084 -1.7676 3.6445
C 0.7664 6.0741 -4.5614
H 0.6154 0.8366 3.2081
H 2.9598 1.4157 -3.5531
P 5.1407 -0.7890 1.1406
H 1.8793 0.3500 -2.6472
C 1.9399 1.0320 -3.4986
*
```

Mulliken population analysis, charges in e, atoms 1 to 8:
1 O -0.288
2 H 0.163
3 H 0.320
4 H 0.354
5 H 0.342
6 H 0.291
7 O -0.278
8 H 0.278